Computed, not measured: C33H35N7O7S2Ta as an isolated structure, with wB97M-V/def2-TZVPD.

```
85
Properties=species:S:1:pos:R:3:forces:R:3:lowdin_charge:R:1
Ta -0.370 -0.041 0.275 0.3 0.5 -0.4 1.8633
C -2.530 1.561 7.814 0.0 0.0 -0.1 -0.0143
C -1.875 1.624 6.468 -0.1 0.0 0.1 -0.2121
C -0.647 2.275 6.313 0.0 0.0 0.0 0.0068
C -0.018 2.330 5.087 -0.1 0.0 0.0 -0.0174
C -0.641 1.711 3.999 -0.1 -0.1 0.0 -0.3133
C -1.871 1.052 4.115 0.1 0.1 0.1 -0.0412
C -2.474 1.022 5.354 0.0 0.0 0.0 0.0073
S 0.161 1.768 2.496 -0.2 -0.1 -0.2 0.7308
O 1.115 2.828 2.452 0.1 0.1 0.0 -0.2194
O 0.743 0.423 2.069 -0.2 0.0 0.4 -0.4175
N -0.854 1.754 1.247 -0.4 -0.4 0.1 -0.2640
C -1.739 2.752 0.803 0.3 -0.1 0.2 -0.2356
C -2.141 3.892 1.440 0.0 0.1 0.1 0.0421
C -3.043 4.764 0.784 0.0 -0.1 -0.1 -0.0106
C -3.505 4.484 -0.473 0.0 0.0 0.0 0.0197
C -3.079 3.307 -1.142 -0.1 0.1 0.0 -0.1250
C -3.476 2.941 -2.442 -0.1 0.0 0.0 0.0673
C -2.985 1.786 -3.003 0.1 -0.1 0.0 0.0044
C -2.113 0.981 -2.270 -0.1 0.1 -0.1 -0.1180
N -1.722 1.277 -1.032 0.3 -0.1 0.3 -0.0147
C -2.192 2.447 -0.480 -0.1 -0.1 -0.2 -0.1576
H -2.367 2.479 8.376 0.0 0.0 0.0 0.0968
H -2.098 0.743 8.396 0.0 0.0 0.0 0.1071
H -3.599 1.380 7.732 0.0 0.0 0.0 0.0915
H -0.187 2.753 7.168 0.0 0.0 0.0 0.1361
H 0.924 2.846 4.963 0.0 0.0 0.0 0.1269
H -2.340 0.580 3.264 0.0 0.0 0.0 0.1096
H -3.428 0.525 5.467 0.0 0.0 0.0 0.1332
H -1.778 4.134 2.431 0.0 0.0 0.0 0.1313
H -3.363 5.662 1.292 0.0 0.0 0.0 0.1304
H -4.194 5.153 -0.971 0.0 0.0 0.0 0.1362
H -4.161 3.574 -2.993 0.0 0.0 0.0 0.1460
H -3.261 1.487 -4.004 0.0 0.0 0.0 0.1300
H -1.717 0.073 -2.699 0.0 0.0 0.0 0.0881
C -4.098 -1.578 -0.313 0.0 0.1 0.0 0.0389
O -3.325 -2.642 -0.922 0.0 -0.1 0.0 0.0445
C -2.062 -2.458 -1.170 -0.1 0.2 0.3 -0.5114
O -1.475 -1.370 -0.899 0.0 -0.1 -0.1 -0.2344
N -1.482 -3.488 -1.759 0.0 -0.1 0.0 0.0643
N -0.099 -3.541 -1.924 0.0 0.0 0.1 0.0815
H -5.092 -1.991 -0.191 0.0 0.0 0.0 0.1175
H -4.128 -0.715 -0.975 0.0 0.0 0.0 0.0957
H -3.671 -1.320 0.653 0.0 0.0 0.0 0.0906
H -2.058 -4.306 -1.920 0.0 0.0 0.0 0.1872
H 0.102 -3.809 -2.880 0.1 0.0 0.0 0.1147
H 0.270 -4.244 -1.288 0.0 0.0 0.0 0.1004
N 1.634 1.417 -0.012 0.2 0.0 -0.4 -0.0253
N 2.290 1.605 -1.240 0.0 0.1 -0.1 -0.0090
C 2.035 0.751 -2.229 -0.1 0.0 0.1 -0.7262
N 2.666 0.856 -3.381 0.0 0.1 0.1 0.1711
S 0.896 -0.503 -1.973 -0.1 -0.2 -0.1 0.8142
H 1.310 2.326 0.316 0.1 0.1 0.0 0.0980
H 2.307 1.093 0.684 0.0 0.0 0.0 0.1283
H 3.011 2.313 -1.303 0.0 0.0 0.1 0.1860
H 3.367 1.561 -3.560 0.0 0.0 0.0 0.1474
H 2.471 0.198 -4.120 0.0 0.0 0.0 0.1303
O 0.811 -1.779 0.705 0.0 0.1 0.1 -0.1929
C 0.635 -2.453 2.059 0.1 -0.2 -0.2 -0.2119
C -0.677 -1.826 2.562 0.4 -0.2 -0.1 -0.4882
O -1.104 -2.016 3.647 -0.4 0.1 0.0 0.2082
O -1.319 -1.095 1.599 0.1 0.1 0.3 -0.2035
C 0.403 -3.936 1.803 -0.2 0.1 0.0 -0.1316
C 1.371 -4.893 2.072 0.1 -0.1 0.0 0.0091
C 1.120 -6.235 1.804 0.0 0.0 0.0 -0.0295
C -0.100 -6.633 1.288 -0.1 0.0 0.0 -0.0395
C -1.093 -5.685 1.052 0.0 0.0 0.0 -0.0536
C -0.842 -4.350 1.310 0.1 0.0 0.1 -0.0408
C 1.866 -2.135 2.884 0.0 0.0 0.1 -0.1810
C 1.787 -1.764 4.221 0.1 0.0 -0.1 0.0009
C 2.950 -1.492 4.932 0.0 0.0 0.0 -0.0322
C 4.191 -1.582 4.321 0.0 0.0 0.0 -0.0441
C 4.276 -1.967 2.991 0.0 0.0 0.0 -0.0462
C 3.120 -2.252 2.282 0.0 0.0 0.0 -0.0593
H 1.722 -1.885 0.393 0.0 -0.1 0.0 0.0909
H 2.320 -4.611 2.508 0.0 0.0 0.0 0.1205
H 1.881 -6.972 2.024 0.0 0.0 0.0 0.1239
H -0.296 -7.680 1.099 0.0 0.0 0.0 0.1230
H -2.070 -5.998 0.705 0.0 0.0 0.0 0.1184
H -1.645 -3.632 1.184 0.0 0.0 0.0 0.1114
H 0.830 -1.704 4.716 0.0 0.0 0.0 0.1170
H 2.882 -1.216 5.976 0.0 0.0 0.0 0.1204
H 5.092 -1.375 4.883 0.0 0.0 0.0 0.1212
H 5.242 -2.074 2.515 0.0 0.0 0.0 0.1192
H 3.228 -2.630 1.266 0.0 0.0 0.0 0.1222
```
Positions in Å, forces in eV/Å.

Charge: +3
ΔE to the lowest compared entry with this formula, charge and spin (kcal/mol): 20.9
Calculated total energy (eV): -82754.648
Orbital gap (eV): 6.6673